{
  "formula": "C16H32Br16",
  "method": "the ωB97M-V functional and the def2-TZVPD basis",
  "homo_lumo_gap_ha": 0.3661,
  "relative_energy_kcal_mol": 15.8,
  "homo_energy_ha": -0.3626,
  "smiles": "BrCCBr.BrCCBr.BrCCBr.BrCCBr.BrCCBr.BrCCBr.BrCCBr.BrCCBr",
  "species": ["Br", "C", "C", "Br", "H", "H", "H", "H", "Br", "C", "C", "Br", "H", "H", "H", "H", "Br", "C", "C", "Br", "H", "H", "H", "H", "Br", "C", "C", "Br", "H", "H", "H", "H", "Br", "C", "C", "Br", "H", "H", "H", "H", "Br", "C", "C", "Br", "H", "H", "H", "H", "Br", "C", "C", "Br", "H", "H", "H", "H", "Br", "C", "C", "Br", "H", "H", "H", "H"],
  "positions_angstrom": [[-3.823, -1.616, -1.573], [-4.445, 0.167, -1.017], [-3.679, 1.180, -1.851], [-4.135, 2.987, -1.292], [-4.137, 0.336, 0.012], [-5.520, 0.228, -1.136], [-3.841, 1.098, -2.923], [-2.615, 0.993, -1.704], [3.884, 2.136, -3.147], [2.055, 1.602, -3.568], [1.065, 2.182, -2.572], [-0.724, 1.788, -3.164], [1.916, 0.521, -3.517], [1.837, 1.926, -4.580], [1.193, 3.258, -2.448], [1.237, 1.798, -1.568], [-0.996, -5.593, 3.218], [-1.977, -4.145, 2.232], [-2.470, -3.158, 3.246], [-3.586, -1.748, 2.381], [-2.650, -4.660, 1.560], [-1.213, -3.659, 1.625], [-1.664, -2.643, 3.752], [-3.169, -3.619, 3.936], [1.044, -1.911, 1.240], [0.376, -0.285, 0.426], [-0.280, 0.530, 1.514], [-1.082, 2.128, 0.615], [-0.338, -0.506, -0.366], [1.216, 0.193, -0.073], [0.383, 0.939, 2.265], [-1.086, -0.080, 1.914], [1.956, -8.068, -0.138], [2.376, -6.214, -0.580], [1.788, -5.271, 0.457], [2.739, -5.393, 2.185], [1.872, -5.982, -1.516], [3.454, -6.152, -0.637], [0.733, -5.401, 0.662], [2.025, -4.271, 0.104], [3.463, 6.189, 3.639], [2.261, 4.668, 3.992], [3.107, 3.431, 4.178], [2.033, 1.795, 4.381], [1.569, 4.570, 3.158], [1.707, 4.951, 4.881], [3.709, 3.516, 5.076], [3.746, 3.320, 3.306], [-1.548, 7.331, 1.749], [0.245, 6.812, 1.150], [0.224, 5.588, 0.240], [2.061, 5.335, -0.379], [0.837, 6.625, 2.039], [0.616, 7.709, 0.664], [-0.480, 5.617, -0.582], [-0.052, 4.801, 0.943], [0.580, -5.469, -4.207], [0.140, -3.622, -4.611], [-1.052, -3.177, -3.735], [-0.417, -2.904, -1.908], [-0.232, -3.535, -5.631], [1.017, -3.008, -4.454], [-1.817, -3.944, -3.807], [-1.439, -2.216, -4.060]]
}



{
  "formula": "C16H32CuN10O15P2",
  "method": "the ωB97M-V functional and the def2-TZVPD basis",
  "homo_lumo_gap_ha": [0.2828, 0.2719],
  "relative_energy_kcal_mol": 2.6,
  "homo_energy_ha": [-0.3240, -0.3233],
  "s_squared": 0.752,
  "spin_multiplicity": 2,
  "species": ["Cu", "C", "N", "C", "P", "O", "O", "P", "O", "N", "C", "C", "N", "C", "C", "N", "C", "C", "H", "H", "H", "H", "H", "H", "H", "H", "H", "H", "H", "H", "H", "H", "H", "H", "H", "H", "H", "H", "H", "H", "H", "H", "C", "O", "C", "O", "N", "N", "H", "H", "H", "H", "H", "H", "O", "N", "O", "C", "C", "C", "C", "O", "C", "C", "N", "O", "O", "N", "O", "O", "H", "H", "O", "N", "O", "O"],
  "positions_angstrom": [[0.837, -0.381, 0.627], [1.934, 3.973, 0.688], [1.470, 3.912, -0.695], [1.595, 5.154, -1.434], [0.454, 2.681, -1.098], [1.047, 1.339, -0.945], [-0.832, 2.893, -0.115], [-1.298, 2.027, 1.177], [-0.509, 0.788, 1.339], [-1.148, 3.074, 2.418], [-1.274, 4.514, 2.298], [-0.854, 2.571, 3.760], [-2.884, 1.688, 0.898], [-3.888, 2.726, 1.066], [-3.142, 0.778, -0.218], [-0.144, 2.993, -2.590], [0.093, 2.047, -3.677], [-1.239, 3.925, -2.799], [3.016, 4.080, 0.717], [1.662, 3.055, 1.210], [1.482, 4.820, 1.215], [2.634, 5.486, -1.391], [0.960, 5.945, -1.018], [1.332, 4.999, -2.478], [-1.473, 4.790, 1.265], [-0.351, 5.002, 2.627], [-2.086, 4.889, 2.928], [-0.880, 1.484, 3.766], [-1.596, 2.948, 4.468], [0.136, 2.905, 4.080], [-3.661, 3.313, 1.953], [-4.860, 2.253, 1.206], [-3.946, 3.391, 0.195], [-2.334, 0.053, -0.291], [-3.219, 1.322, -1.168], [-4.075, 0.245, -0.036], [0.909, 1.383, -3.400], [0.364, 2.595, -4.582], [-0.793, 1.441, -3.884], [-1.328, 4.593, -1.945], [-2.189, 3.400, -2.942], [-1.047, 4.523, -3.693], [-3.398, -3.460, -0.403], [-2.523, -2.368, -0.670], [-1.215, -2.468, -0.419], [-0.523, -1.478, -0.693], [-0.768, -3.682, -0.048], [0.563, -4.025, 0.190], [-4.370, -3.142, -0.770], [-3.454, -3.652, 0.670], [-3.083, -4.356, -0.941], [-1.407, -4.281, 0.440], [0.839, -3.683, 1.102], [1.148, -3.582, -0.505], [5.617, 0.155, -5.130], [5.606, 0.681, -4.032], [6.337, 1.595, -3.695], [4.653, 0.184, -3.058], [3.763, -0.825, -3.417], [2.901, -1.336, -2.487], [2.860, -0.882, -1.116], [2.155, -1.452, -0.228], [3.704, 0.255, -0.864], [4.601, 0.735, -1.799], [3.596, 0.971, 0.368], [4.336, 1.918, 0.550], [2.759, 0.637, 1.213], [1.943, -2.329, -2.961], [1.524, -2.173, -4.096], [1.635, -3.250, -2.236], [3.764, -1.199, -4.431], [5.253, 1.557, -1.544], [-0.898, -0.636, 3.880], [-0.851, -1.355, 2.892], [-1.858, -1.900, 2.429], [0.299, -1.569, 2.327]]
}



{
  "formula": "C16H32CuO8S",
  "method": "the ωB97M-V functional and the def2-TZVPD basis",
  "homo_lumo_gap_ha": [0.2997, 0.2617],
  "relative_energy_kcal_mol": 2.9,
  "homo_energy_ha": [-0.2934, -0.2920],
  "s_squared": 0.754,
  "spin_multiplicity": 2,
  "species": ["Cu", "S", "O", "O", "O", "O", "C", "C", "C", "O", "C", "H", "H", "H", "H", "H", "H", "H", "H", "C", "C", "C", "O", "C", "H", "H", "H", "H", "H", "H", "H", "H", "C", "C", "C", "O", "C", "H", "H", "H", "H", "H", "H", "H", "H", "C", "C", "C", "O", "C", "H", "H", "H", "H", "H", "H", "H", "H"],
  "positions_angstrom": [[-12.021, -4.367, -15.574], [-12.992, -6.062, -17.487], [-11.725, -6.102, -16.682], [-13.635, -4.920, -16.753], [-12.757, -5.680, -18.877], [-13.720, -7.319, -17.515], [-14.568, -1.746, -13.301], [-14.218, -0.735, -14.427], [-13.064, -1.416, -15.173], [-12.864, -2.682, -14.541], [-13.316, -2.592, -13.194], [-15.404, -2.354, -13.643], [-14.796, -1.223, -12.375], [-13.873, 0.170, -13.930], [-15.104, -0.532, -15.021], [-12.171, -0.791, -15.052], [-13.182, -1.580, -16.240], [-12.547, -2.123, -12.563], [-13.470, -3.574, -12.752], [-13.784, -7.829, -14.210], [-12.715, -7.950, -13.152], [-12.066, -6.550, -13.137], [-12.934, -5.701, -13.865], [-14.213, -6.377, -14.099], [-14.599, -8.551, -14.157], [-13.394, -7.929, -15.226], [-11.958, -8.729, -13.247], [-13.141, -8.149, -12.161], [-11.117, -6.644, -13.673], [-11.839, -6.207, -12.124], [-14.679, -5.969, -14.987], [-14.735, -6.153, -13.162], [-10.350, -0.959, -17.836], [-10.649, -1.763, -19.101], [-11.389, -3.028, -18.546], [-11.178, -2.955, -17.121], [-10.069, -2.106, -16.866], [-11.255, -0.433, -17.519], [-9.552, -0.227, -17.956], [-9.713, -2.131, -19.517], [-11.364, -1.302, -19.776], [-10.910, -3.928, -18.919], [-12.442, -2.995, -18.797], [-9.049, -2.453, -17.082], [-10.108, -1.890, -15.798], [-7.843, -4.342, -15.147], [-8.171, -3.323, -14.063], [-9.531, -3.774, -13.508], [-10.145, -4.414, -14.613], [-9.145, -5.138, -15.327], [-7.017, -4.977, -14.816], [-7.421, -3.924, -16.061], [-8.328, -2.309, -14.434], [-7.415, -3.249, -13.283], [-10.150, -2.927, -13.206], [-9.402, -4.344, -12.581], [-9.452, -5.276, -16.363], [-9.041, -6.163, -14.958]]
}



{
  "formula": "C16H32O17S2",
  "method": "the ωB97M-V functional and the def2-TZVPD basis",
  "homo_lumo_gap_ha": 0.4048,
  "relative_energy_kcal_mol": 86.2,
  "homo_energy_ha": -0.3920,
  "species": ["C", "C", "O", "C", "O", "O", "C", "H", "H", "H", "H", "H", "H", "H", "H", "C", "C", "O", "C", "O", "O", "C", "H", "H", "H", "H", "H", "H", "H", "H", "C", "C", "O", "C", "O", "O", "C", "H", "H", "H", "H", "H", "H", "H", "H", "C", "C", "O", "S", "O", "O", "O", "H", "H", "H", "H", "C", "C", "O", "S", "O", "O", "O", "H", "H", "H", "H"],
  "positions_angstrom": [[7.481, -2.965, 5.645], [7.782, -1.873, 4.505], [8.356, -0.586, 4.827], [8.573, 0.569, 4.084], [8.999, 1.626, 4.550], [8.210, 0.279, 2.767], [7.898, 1.400, 2.056], [6.843, -2.670, 6.479], [8.425, -3.157, 6.156], [7.351, -3.979, 5.267], [6.795, -1.565, 4.158], [8.408, -2.305, 3.725], [8.793, 1.802, 1.581], [7.583, 2.189, 2.739], [7.163, 1.109, 1.305], [-7.548, 5.720, -2.960], [-8.226, 4.923, -1.821], [-8.853, 3.856, -2.599], [-9.213, 2.713, -2.029], [-8.837, 2.310, -0.950], [-9.901, 2.037, -2.938], [-10.484, 0.810, -2.612], [-8.184, 5.959, -3.813], [-6.495, 5.468, -3.085], [-7.410, 6.710, -2.525], [-9.074, 5.470, -1.409], [-7.565, 4.649, -0.999], [-11.122, 0.529, -3.450], [-11.085, 0.899, -1.708], [-9.698, 0.074, -2.446], [1.282, 2.840, -0.854], [0.589, 1.439, -0.845], [-0.821, 1.587, -1.187], [-1.291, 1.730, -2.471], [-0.665, 1.856, -3.531], [-2.593, 1.934, -2.307], [-3.501, 1.685, -3.292], [2.254, 2.694, -0.383], [0.703, 3.421, -0.137], [1.347, 3.370, -1.804], [0.633, 0.961, 0.134], [1.073, 0.712, -1.497], [-3.836, 2.602, -3.777], [-4.352, 1.147, -2.874], [-3.046, 1.047, -4.049], [0.136, -4.431, 6.067], [1.533, -5.066, 5.813], [2.319, -4.056, 5.294], [1.975, -2.697, 6.177], [2.108, -1.458, 5.388], [2.631, -2.849, 7.465], [0.330, -3.094, 6.244], [-0.212, -4.778, 7.040], [-0.632, -4.481, 5.296], [1.506, -6.005, 5.260], [2.113, -5.333, 6.696], [1.577, -1.715, -6.551], [2.262, -2.119, -5.168], [1.210, -2.657, -4.393], [-0.084, -3.286, -5.284], [-1.418, -3.150, -4.636], [0.293, -4.647, -5.747], [0.192, -2.161, -6.507], [2.108, -1.911, -7.482], [1.521, -0.627, -6.586], [2.976, -1.463, -4.671], [2.811, -3.045, -5.341]]
}



{
  "formula": "C16H32O2S",
  "method": "the ωB97M-V functional and the def2-TZVPD basis",
  "homo_lumo_gap_ha": 0.3472,
  "relative_energy_kcal_mol": 3.6,
  "homo_energy_ha": -0.3213,
  "smiles": "CCCCCCCCCCCCCCSCC(=O)O",
  "species": ["C", "C", "C", "C", "C", "C", "C", "C", "C", "C", "C", "C", "C", "C", "H", "H", "S", "C", "C", "O", "O", "H", "H", "H", "H", "H", "H", "H", "H", "H", "H", "H", "H", "H", "H", "H", "H", "H", "H", "H", "H", "H", "H", "H", "H", "H", "H", "H", "H", "H", "H"],
  "positions_angstrom": [[-5.851, -1.956, -0.798], [-5.189, -1.946, 0.575], [-5.451, -0.661, 1.362], [-4.912, 0.616, 0.716], [-3.391, 0.633, 0.578], [-2.891, 1.978, 0.055], [-1.366, 2.081, 0.012], [-0.731, 1.161, -1.029], [0.765, 1.420, -1.222], [1.622, 1.178, 0.021], [1.543, -0.234, 0.604], [1.923, -1.354, -0.365], [3.362, -1.302, -0.882], [4.415, -1.512, 0.199], [4.063, -2.214, 0.955], [5.347, -1.888, -0.223], [4.854, 0.000, 1.123], [6.037, 0.765, -0.050], [7.294, -0.045, 0.043], [7.491, -1.078, -0.545], [8.166, 0.476, 0.910], [8.937, -0.104, 1.012], [6.195, 1.784, 0.292], [5.608, 0.734, -1.050], [3.537, -0.354, -1.393], [3.486, -2.096, -1.623], [1.774, -2.312, 0.142], [1.250, -1.335, -1.224], [0.527, -0.421, 0.957], [2.200, -0.276, 1.475], [2.661, 1.405, -0.226], [1.327, 1.882, 0.802], [0.902, 2.460, -1.532], [1.125, 0.791, -2.040], [-0.886, 0.119, -0.748], [-1.231, 1.320, -1.989], [-0.970, 1.847, 1.002], [-1.091, 3.113, -0.221], [-3.295, 2.150, -0.946], [-3.274, 2.771, 0.703], [-3.078, -0.158, -0.103], [-2.939, 0.436, 1.554], [-5.367, 0.754, -0.266], [-5.217, 1.463, 1.336], [-6.530, -0.551, 1.498], [-5.005, -0.766, 2.355], [-4.114, -2.098, 0.462], [-5.575, -2.786, 1.158], [-5.415, -1.203, -1.449], [-6.917, -1.758, -0.707], [-5.723, -2.927, -1.272]]
}



{
  "formula": "C16H32OPV",
  "method": "the ωB97M-V functional and the def2-TZVPD basis",
  "total_charge": 2,
  "homo_lumo_gap_ha": [0.3085, 0.3168],
  "homo_energy_ha": [-0.6166, -0.6054],
  "s_squared": 2.046,
  "spin_multiplicity": 3,
  "species": ["C", "H", "H", "H", "C", "H", "H", "C", "H", "H", "H", "C", "C", "C", "C", "C", "C", "C", "C", "C", "C", "V", "H", "H", "H", "H", "H", "H", "H", "H", "H", "H", "H", "H", "H", "H", "H", "C", "P", "C", "C", "O", "H", "H", "H", "H", "H", "H", "H", "H", "H"],
  "positions_angstrom": [[1.710, 2.631, -1.071], [2.524, 3.299, -0.748], [2.060, 2.147, -1.999], [1.538, 1.834, -0.316], [0.461, 3.467, -1.335], [-0.365, 2.817, -1.640], [0.150, 3.938, -0.398], [0.657, 4.561, -2.393], [-0.275, 5.117, -2.534], [1.430, 5.282, -2.099], [0.939, 4.130, -3.361], [-0.942, -2.029, -0.422], [-1.586, -1.173, -1.366], [-0.596, -0.729, -2.318], [0.653, -1.385, -1.981], [0.410, -2.214, -0.834], [1.411, -3.049, -0.136], [1.878, -1.307, -2.790], [-0.841, 0.020, -3.557], [-3.026, -0.854, -1.398], [-1.597, -2.652, 0.765], [0.053, -0.119, -0.577], [2.740, -1.634, -2.204], [1.789, -1.982, -3.647], [2.055, -0.304, -3.178], [2.441, -2.770, -0.432], [1.317, -3.037, 0.969], [1.229, -4.082, -0.477], [-2.410, -2.020, 1.144], [-2.024, -3.639, 0.565], [-0.883, -2.768, 1.586], [-3.231, 0.021, -2.044], [-3.554, -1.719, -1.841], [-3.460, -0.690, -0.393], [-0.023, 0.707, -3.770], [-0.924, -0.651, -4.422], [-1.779, 0.580, -3.497], [0.284, -1.036, 4.876], [0.045, -0.133, 3.259], [-1.672, 0.106, 3.509], [1.384, 0.978, 3.519], [0.245, -0.351, 1.727], [1.239, -1.562, 5.073], [-0.559, -1.671, 5.232], [0.274, -0.179, 5.594], [-1.890, 0.372, 4.561], [-2.018, 0.880, 2.821], [-2.248, -0.809, 3.312], [2.221, 0.734, 2.858], [0.975, 1.957, 3.264], [1.793, 0.970, 4.545]]
}